1.
Molecular formula: C2H5N2S
Method: DFT, ωB97M-V/def2-TZVPD

The energy above the lowest of the compared OMol25 structures with the same formula, charge and spin comes out at 229.31 kJ/mol. For the HOMO-LUMO gap, the calculation gives 9.08 eV. For the lowest unoccupied orbital energy, the calculation gives -4.8 eV. As for the total charge: +1. The value obtained for the HOMO energy is -13.9 eV.

Last column: natural (NBO) charge in e.
Cartesian coordinates (Å):
H (0.60874, 4.97035, -1.67958)  0.471
H (1.31068, -0.29580, 1.03633)  0.206
H (-0.71699, -1.65262, 1.24739)  0.446
C (0.01275, 2.92707, -1.58951)  0.278
C (0.69562, -0.38802, 0.24093)  -0.282
N (-0.19197, -1.53571, 0.38896)  -0.735
H (-0.91844, -1.59015, -0.40080)  0.476
N (0.26277, 4.02110, -1.55696)  -0.652
S (0.80882, 0.46993, -1.14307)  0.322
H (0.55109, -2.34674, 0.44556)  0.470

***

2.
Molecular formula: C29H52O25S4
Method: DFT, ωB97M-V/def2-TZVPD

The energy above the lowest of the compared OMol25 structures with the same formula, charge and spin comes out at 70.59 kJ/mol. For the HOMO-LUMO gap (alpha / beta), the calculation gives 1.61 / 8.10 eV. Its expectation value of S² is 0.75. For the lowest unoccupied orbital energy (alpha / beta), the calculation gives 1.6 / 1.6 eV. Its multiplicity is 2. As for the total charge: -1. The value obtained for the HOMO energy (alpha / beta) is 0.0 / -6.5 eV.

Last column: Löwdin charge in e.
Cartesian coordinates (Å):
O (19.04032, 6.31599, -33.54917)  0.076
H (28.07596, 3.81503, -35.58253)  0.137
C (29.01743, 12.37738, -39.58192)  -0.254
H (23.64714, 9.16006, -34.75693)  0.054
H (23.04777, 7.62741, -33.95129)  0.045
H (23.28736, 11.31932, -31.32012)  0.138
H (22.86134, 4.28677, -38.60930)  0.046
O (29.51174, 4.88663, -35.01097)  0.082
O (28.17752, 8.82565, -33.42571)  0.049
H (26.15123, 4.64151, -30.52076)  0.140
O (31.02395, 4.69679, -33.31765)  0.082
S (24.93414, 5.30222, -39.55571)  0.859
H (25.44464, 3.28525, -38.26318)  0.057
C (29.85961, 4.84562, -33.74774)  -0.553
C (23.91869, 10.44828, -31.49564)  -0.144
H (27.05149, 7.67880, -35.87836)  0.043
O (28.20719, 6.45577, -38.64006)  0.041
S (24.70885, 6.97133, -35.75294)  0.893
C (26.10379, 8.09621, -36.21855)  -0.207
C (30.20731, 11.56403, -39.91798)  -0.149
C (28.95333, 10.60999, -38.21751)  -0.521
C (20.07698, 5.53738, -31.58252)  -0.074
O (27.07367, 14.56475, -37.98641)  -0.607
H (18.99530, 4.45080, -33.30616)  0.134
C (25.46936, 9.35065, -41.08220)  -0.283
H (31.18938, 8.85914, -32.70099)  0.141
H (24.96292, 11.49454, -29.85358)  0.135
C (29.50054, 6.10468, -38.51872)  -0.539
O (29.91627, 10.36924, -39.12066)  0.023
O (30.20189, 6.64502, -39.51377)  0.091
H (25.17556, 5.10895, -29.17147)  0.134
C (23.53740, 4.04631, -31.38416)  -0.555
H (23.02067, 5.88144, -37.92175)  0.030
C (25.73555, 4.33548, -38.24140)  -0.255
H (25.24476, 11.87104, -38.94790)  0.033
H (27.60912, 5.43840, -35.86074)  0.108
H (30.25280, 11.39407, -40.99369)  0.080
O (26.19070, 10.78708, -31.33496)  0.094
H (27.01868, 12.78804, -35.67719)  0.055
O (25.06124, 5.98537, -34.64172)  -0.573
H (30.14853, 10.34775, -32.30531)  0.138
H (29.30649, 10.22722, -34.40305)  0.132
C (27.66003, 4.78625, -33.73492)  -0.169
O (26.53870, 10.88343, -33.56578)  0.145
H (29.78760, 8.58625, -34.75915)  0.139
C (29.44173, 7.37433, -40.34485)  -0.193
S (25.76641, 13.82765, -37.56155)  0.839
H (20.91460, 4.91051, -31.88835)  0.107
H (26.00999, 9.08348, -35.76622)  0.040
O (28.66596, 9.78229, -37.35049)  0.092
H (24.01148, 6.79953, -30.44515)  0.135
H (25.64762, 13.32524, -39.95408)  0.035
H (17.96457, 5.18335, -32.03022)  0.123
C (30.21268, 9.34257, -32.72198)  -0.103
O (22.89903, 3.11078, -31.90320)  0.096
H (23.49271, 9.45127, -31.38337)  0.134
H (27.75526, 8.36526, -39.35746)  0.092
H (25.36379, 12.10539, -35.88929)  0.035
C (29.39588, 9.23018, -33.97174)  -0.113
C (28.05350, 7.38110, -39.71881)  -0.124
C (25.16651, 12.95348, -39.04941)  -0.274
H (25.21097, 9.41604, -44.00985)  0.021
H (26.62222, 11.60152, -36.95548)  0.017
O (28.80124, 4.78313, -32.94665)  0.097
H (28.11090, 12.13760, -40.13763)  0.094
O (20.33992, 6.91442, -31.84580)  0.060
H (25.21623, 9.72486, -29.98735)  0.128
H (19.88433, 5.43446, -30.51462)  0.133
H (25.60594, 4.80540, -37.26648)  0.025
O (24.21879, 3.84932, -30.29639)  0.105
O (27.35631, 7.89725, -31.49695)  0.106
H (31.08757, 12.08124, -39.53622)  0.126
C (25.09126, 10.65669, -30.53887)  -0.144
C (18.89389, 5.26916, -32.59335)  -0.085
H (25.24025, 6.42126, -31.75824)  0.115
H (26.72606, 4.27259, -33.50699)  0.139
O (23.01833, 8.05977, -41.60842)  -0.608
C (19.84150, 7.23522, -33.02621)  -0.570
O (28.63905, 11.94326, -38.32553)  0.018
C (25.82025, 10.70913, -32.60850)  -0.530
H (29.30083, 13.41880, -39.73432)  0.133
C (28.11332, 4.80597, -35.13004)  -0.142
C (24.27841, 9.29242, -43.45926)  -0.292
H (29.78614, 8.40716, -40.39723)  0.104
H (25.59646, 8.99619, -40.05931)  0.009
H (24.51622, 8.30955, -33.79566)  0.022
C (24.53228, 6.03681, -31.02403)  -0.136
H (24.88567, 10.27106, -41.09808)  0.026
H (26.37957, 9.62478, -41.61555)  -0.002
H (27.29414, 7.14701, -40.46492)  0.099
C (23.79939, 8.09405, -34.58801)  -0.227
C (23.24461, 5.28764, -38.80796)  -0.251
H (26.80471, 4.29828, -38.45027)  0.039
O (24.48100, 10.58991, -32.71863)  0.057
O (20.15634, 8.30302, -33.59637)  0.087
H (23.58768, 8.92300, -44.21724)  0.035
S (24.48149, 8.08680, -42.06066)  0.723
O (25.27917, 6.75142, -39.33450)  -0.596
C (25.12781, 4.88766, -30.23770)  -0.129
H (23.92342, 10.29327, -43.21357)  0.041
O (29.94333, 5.38539, -37.65778)  0.147
H (27.25734, 5.79895, -33.71508)  0.095
H (22.53246, 5.78334, -39.46767)  0.042
O (23.62960, 5.33457, -31.76211)  0.052
H (26.25002, 8.21656, -37.29197)  0.028
H (24.13449, 13.28945, -39.15020)  0.028
O (29.44301, 8.74826, -31.68625)  0.056
H (29.56406, 7.05666, -41.38033)  0.117
C (26.26276, 12.46241, -36.39178)  -0.251
C (28.22018, 8.45002, -32.17057)  -0.557

***

3.
Molecular formula: C27H87F2NO38P7S2
Method: DFT, ωB97M-V/def2-TZVPD

For the HOMO-LUMO gap, the calculation gives 8.70 eV. For the lowest unoccupied orbital energy, the calculation gives 1.2 eV. As for the total charge: -1. The value obtained for the HOMO energy is -7.5 eV.

Last column: Löwdin charge in e.
Cartesian coordinates (Å):
H (1.04377, -2.64835, 6.99625)  0.075
H (-7.18540, 0.16654, 0.51271)  0.002
H (2.95806, 0.78362, 2.67143)  0.076
O (4.78840, 1.33701, -0.03516)  -0.241
H (-3.85913, 0.47271, 2.20897)  0.056
H (-5.43467, -1.48014, -0.16751)  0.044
H (1.03612, 3.72809, -3.59485)  0.069
H (1.81791, -0.97120, -2.97772)  0.087
O (0.63676, -1.23368, 1.61887)  -0.257
H (0.87120, -2.90349, 8.65259)  0.089
H (-0.60214, -2.95197, 7.59514)  0.084
H (-0.15884, 4.47978, 2.46921)  0.073
C (-1.14497, 4.48796, 2.00491)  -0.192
H (-2.03196, -7.30502, -3.75978)  0.089
O (0.36677, -3.64030, 4.30999)  -0.244
C (4.22571, -2.43796, -0.96400)  -0.098
H (-1.67490, -6.06790, -5.00810)  0.094
H (4.14110, 2.85776, -7.79609)  0.082
H (2.65087, 0.50557, -2.36667)  0.068
H (-1.39797, -2.74317, -4.57096)  0.090
H (-1.12888, 3.59401, 1.38145)  0.049
C (3.46846, 0.57769, 6.62973)  -0.104
H (0.26366, -6.47246, 6.31931)  0.088
H (-1.71030, -3.75445, 3.94234)  0.082
H (3.47212, -4.93879, 1.88985)  0.087
H (2.23803, 1.56965, -0.34782)  0.081
H (5.03974, 2.28879, -1.81144)  0.063
O (-2.14246, 0.07170, -5.75595)  -0.120
H (-7.31832, 1.21924, -3.81703)  0.094
O (1.01044, 5.49826, 0.06367)  -0.229
C (3.78337, 5.52651, -2.76793)  -0.101
O (3.87201, -0.56184, 1.45042)  -0.208
H (6.13718, 2.81359, -0.52875)  0.086
C (-0.97081, -3.17971, 4.49995)  -0.106
H (-5.54900, 6.08468, -1.52406)  0.089
O (-1.19045, 0.89866, 1.10217)  -0.280
H (3.07266, 1.58606, 6.50870)  0.078
O (-3.06158, -1.31601, 2.76099)  -0.135
O (1.54311, -4.79278, -2.35242)  -0.218
H (-1.97262, 2.99557, -2.02499)  0.072
C (0.34439, -2.45589, 7.80984)  -0.129
H (4.06398, 0.43691, 5.72771)  0.070
O (-0.72195, -5.92573, -3.11388)  -0.264
H (-6.48190, 5.40739, -2.86287)  0.090
H (1.55672, 0.94928, 4.69017)  0.068
H (-0.55919, 5.75644, 0.85615)  0.001
C (3.87097, 0.18911, 2.63620)  -0.121
H (-1.11385, 1.82552, -5.52280)  0.072
H (3.82947, -0.36640, 3.57310)  0.080
H (3.16948, -2.70523, -0.99639)  0.066
C (4.34132, 1.96653, -7.20134)  -0.090
H (0.97909, 0.56584, -2.76790)  0.071
H (1.03564, 2.65945, -5.00766)  0.073
P (4.97693, -0.25684, 0.31352)  0.477
H (-1.87943, 4.24927, 2.77414)  0.084
C (-5.85221, 5.15686, -2.00916)  -0.085
O (1.72027, -5.75926, 4.83486)  -0.227
F (-0.44168, -3.26961, 1.17482)  -0.184
H (2.89912, 5.60964, 1.95560)  0.082
C (0.66523, 0.33870, 4.54683)  -0.094
H (2.36388, -5.76434, -0.81361)  0.091
H (-4.83852, -0.82886, 1.72352)  0.053
H (-1.26257, -3.25615, 5.54739)  0.072
H (-4.88371, 4.77205, -2.32855)  0.070
H (-8.00211, 2.60047, -2.96275)  0.086
O (2.46370, -0.42505, 6.92948)  -0.221
H (4.64507, 0.95644, 2.64462)  0.088
H (-0.09223, -2.11614, -3.55658)  0.070
O (-1.47597, 4.04063, -3.74441)  -0.118
H (0.67324, 2.27692, -0.16907)  0.074
C (-0.57085, -3.02564, -3.91968)  -0.094
C (1.92095, 0.10975, -3.07281)  -0.094
O (-6.72973, 1.94151, 0.19692)  -0.225
H (-2.98019, -2.66036, -0.26471)  -0.008
O (4.26800, -1.02837, -0.91229)  -0.229
H (-6.99650, -1.66588, -1.09407)  0.069
H (-1.93812, 1.06880, -4.01514)  0.085
H (-2.47086, -4.58954, 0.54151)  0.072
S (-0.18214, -1.81936, 0.55070)  0.641
H (-6.53871, -2.66089, 0.25123)  0.075
H (6.44892, 1.32192, -1.44042)  0.093
C (1.38080, -5.35693, -1.04958)  -0.101
O (2.65349, 5.84539, -1.93651)  -0.210
C (-1.39824, 0.94068, -4.95334)  -0.160
H (5.34304, 2.02856, -6.77614)  0.083
H (4.47978, 6.28456, 1.41348)  0.090
O (0.16658, -0.13640, 5.78305)  -0.223
O (1.42474, -4.98256, 2.32773)  -0.233
S (-1.51218, -0.07962, 0.05274)  0.427
H (-0.99661, -2.16309, 4.10761)  0.071
O (3.61079, 4.83172, 0.17366)  -0.222
O (0.81253, 1.47196, 7.75384)  -0.265
H (-3.35662, 4.26338, 0.33907)  0.072
H (4.63343, -2.70060, -1.94015)  0.101
O (0.52897, -2.22699, -0.71287)  -0.280
P (0.73787, -5.38295, -3.65326)  0.526
H (-2.31805, 4.70657, -1.86285)  0.074
H (-0.42543, 0.48219, -4.77576)  0.059
O (-1.41791, 5.66410, 1.27529)  -0.125
N (-1.83472, -1.44297, 0.46666)  -0.259
O (-0.59704, -6.05112, 3.66682)  -0.240
C (-6.51238, -1.63565, -0.11795)  -0.158
O (-3.55936, -3.32064, -0.65226)  -0.131
C (3.83809, 5.40391, 1.44170)  -0.106
H (-2.81836, -0.36681, -5.23398)  0.071
O (0.29858, -4.02269, -4.44556)  -0.219
O (2.02697, 3.42685, -1.20869)  -0.206
C (-3.98491, 3.39876, 0.55302)  -0.119
H (-2.71805, -5.73683, -3.65539)  0.085
H (1.79603, -7.19595, 6.25950)  0.084
P (3.43144, 1.47487, -4.69070)  0.457
H (0.92049, -0.50151, 3.90108)  0.067
H (-4.79838, -0.33990, 3.45867)  0.087
F (-3.09253, 0.21851, -0.25568)  -0.202
H (-2.64737, -1.49849, 1.91439)  -0.023
O (6.39383, -0.69130, 0.56180)  -0.259
C (-1.63647, 3.98948, -2.32038)  -0.126
H (4.13596, 4.49906, -2.67777)  0.064
H (1.81636, 4.23514, -5.10258)  0.093
C (1.73533, 2.52185, -0.17838)  -0.114
O (-4.43366, 2.81400, -0.63502)  -0.220
O (2.84404, 2.80207, -3.98651)  -0.250
O (3.24513, 1.77442, -6.28744)  -0.231
H (-3.31976, 2.68350, 1.03685)  0.072
H (4.29994, 4.68026, 2.11337)  0.085
H (-7.92276, 1.03037, -2.14942)  0.089
O (4.78125, 1.05922, -4.25470)  -0.235
H (-2.35803, 4.29184, -4.02806)  0.070
H (-1.02541, -3.33702, -2.97919)  0.068
H (-0.66001, 4.10488, -1.84994)  0.061
C (-1.80293, -6.25504, -3.94195)  -0.123
H (0.66957, -6.18283, -1.03748)  0.088
O (-1.01194, 0.28377, -1.29042)  -0.282
H (1.64495, -5.60100, 6.94947)  0.080
C (1.62361, 3.38602, -4.44687)  -0.084
H (-4.73224, 3.74333, 1.26776)  0.103
H (1.08116, -4.68881, -0.24216)  0.053
H (-3.38808, -5.42053, -0.59961)  0.079
C (5.67310, 1.94399, -0.99408)  -0.085
O (-6.18878, 2.02577, -2.30948)  -0.220
P (2.20956, 4.93102, -0.64238)  0.534
H (2.73006, -3.53947, 1.55579)  0.069
C (2.66165, -4.33488, 2.29792)  -0.143
H (-0.07803, 0.93033, 4.01237)  0.100
O (1.51268, -6.33485, -4.52720)  -0.266
O (2.26792, 0.39169, -4.42038)  -0.216
C (1.30858, -6.23027, 6.12547)  -0.107
C (-7.40606, 1.69606, -2.84079)  -0.142
H (4.24698, 1.10258, -7.85921)  0.088
H (4.14686, 0.68209, 7.47647)  0.088
P (0.61167, -5.20344, 3.78453)  0.544
H (1.95531, 2.79128, 0.85463)  0.094
H (2.98592, -3.94347, 3.26216)  0.089
O (-6.58775, 4.23762, -1.17219)  -0.220
P (0.94681, 0.07439, 7.20157)  0.508
H (-1.93455, -4.56271, -1.19817)  0.055
P (-6.03378, 2.73588, -0.85410)  0.512
H (4.61889, -3.00786, -0.12213)  0.089
H (4.65401, 6.12259, -2.49446)  0.089
H (3.54569, 5.58549, -3.83006)  0.084
O (0.27288, -1.08929, 8.15615)  -0.211
C (-2.77374, -4.52528, -0.50359)  -0.129
C (-4.21303, -0.49912, 2.55306)  -0.123
O (-7.33529, -0.76681, 0.68002)  -0.140